(1)
Density functional theory data (the ωB97M-V functional and the def2-TZVPD basis) for C20H25Cl2N4OPtTe as an isolated structure.

Atoms and positions in Å:
Pt 0.2846 -1.3132 -0.3104
C -0.8338 -4.5979 2.9113
N 0.5336 -4.1354 2.6575
C 1.5854 -4.5965 3.3902
C 2.8433 -4.1709 3.1803
C 3.0278 -3.1776 2.1651
N 2.0071 -2.7393 1.4414
C 0.7835 -3.2478 1.6453
O -0.1719 -2.9085 0.8936
N 4.2310 -2.6484 1.9309
H -0.9277 -4.8302 3.9688
H -1.0553 -5.4804 2.3135
H -1.5228 -3.8035 2.6464
H 1.3375 -5.3247 4.1504
H 3.6605 -4.5623 3.7668
H 5.0482 -2.9666 2.4175
H 4.3283 -1.9610 1.2039
C -1.8467 5.8252 -1.2683
C -1.7194 4.4374 -0.7077
C -1.0340 4.1978 0.4725
C -0.9263 2.9215 1.0221
C -0.1518 2.7845 2.3072
C -1.5382 1.8485 0.3634
Te -1.4335 -0.1135 1.1500
C -2.2586 2.0691 -0.8247
C -2.9922 0.9729 -1.5509
C -2.3195 3.3554 -1.3439
H -1.0966 6.4954 -0.8499
H -2.8284 6.2447 -1.0392
H -1.7414 5.8251 -2.3539
H -0.5602 5.0264 0.9888
H -0.8105 2.8772 3.1736
H 0.5962 3.5742 2.3820
H 0.3413 1.8178 2.3940
H -2.3360 0.1425 -1.8208
H -3.4542 1.3655 -2.4558
H -3.7737 0.5414 -0.9234
H -2.8704 3.5215 -2.2639
Cl -1.5879 -3.2658 -2.6727
C -0.2137 -4.2483 -2.2107
Cl 1.2845 -3.2918 -1.9830
H 0.0059 -4.9441 -3.0105
H -0.4151 -4.7406 -1.2681
C 1.1332 2.5163 -3.0541
C 0.5999 1.3544 -3.5887
C 0.4075 0.2674 -2.7628
N 0.7205 0.2943 -1.4547
C 1.2407 1.4206 -0.9398
C 1.4669 2.5424 -1.7124
H 1.2873 3.3888 -3.6750
H 0.3255 1.2815 -4.6312
H -0.0076 -0.6628 -3.1272
H 1.4682 1.3948 0.1151
H 1.8792 3.4263 -1.2483

Forces on the atoms, in the same order (eV/Å):
Pt -0.3 0.4 -0.3
C 0.0 0.0 0.0
N 0.1 0.0 -0.1
C -0.2 -0.1 0.1
C 0.2 0.1 -0.1
C -0.2 -0.1 0.2
N 0.1 -0.4 0.2
C 0.5 0.3 -0.1
O -0.3 -0.2 0.1
N 0.0 0.0 0.0
H 0.0 0.0 0.0
H 0.0 0.0 0.0
H 0.0 0.0 0.0
H 0.0 0.0 0.0
H 0.0 0.1 0.0
H 0.0 0.0 0.0
H 0.0 0.0 0.0
C 0.0 0.0 0.0
C 0.0 -0.1 0.0
C 0.0 0.0 0.0
C 0.1 0.0 0.0
C 0.0 0.0 0.0
C 0.0 -0.1 -0.1
Te 0.1 0.0 0.1
C 0.0 0.0 0.0
C 0.0 -0.1 0.0
C 0.0 0.0 0.0
H 0.0 0.0 0.0
H 0.0 0.0 0.0
H 0.0 0.0 0.0
H 0.0 0.0 0.0
H 0.0 0.0 0.0
H 0.0 0.0 0.0
H 0.0 0.0 0.0
H 0.0 0.0 0.0
H 0.0 0.0 0.0
H 0.0 0.0 0.0
H 0.0 0.0 0.0
Cl 0.0 0.1 0.0
C 0.1 0.0 -0.1
Cl 0.0 0.3 0.1
H 0.0 -0.1 0.0
H -0.1 0.0 0.0
C 0.0 0.0 0.0
C 0.0 0.0 0.0
C 0.0 -0.1 0.1
N -0.2 0.0 -0.1
C 0.0 -0.2 0.0
C 0.0 0.0 0.1
H 0.0 0.0 0.0
H 0.0 0.0 0.0
H 0.0 0.0 0.0
H 0.0 0.0 0.0
H 0.0 0.0 0.0

As for the charge: +1. Its molar mass is 731.03 g/mol. Its LUMO energy is -0.10220 Eh. The value obtained for the energy above the lowest of the compared OMol25 structures with the same formula, charge and spin is 27.9 kJ/mol.

(2)
Density functional theory data (the ωB97M-V functional and the def2-TZVPD basis) for a 9-piece molecular cluster, C18H27BrFN8O3P overall.

Atoms and positions in Å:
O -1.9329 1.3570 -0.7259
C -2.0540 1.8522 -1.7586
O -3.2854 1.9563 -2.3516
C -3.7226 3.2896 -2.5242
F -3.0916 4.1168 -1.6933
P -5.5875 3.3803 -2.1832
O -6.0528 1.9960 -2.9323
Br -5.6144 3.0676 0.0444
H -1.1549 2.1900 -2.2865
H -3.5968 3.6038 -3.5596
H -5.6028 1.2336 -2.5386
C -0.0615 -0.6475 1.4535
C 0.0671 -2.1029 1.5770
N 0.1594 -3.2305 1.6737
H -0.8696 -0.4059 0.7646
H -0.2808 -0.2133 2.4268
H 0.8685 -0.2244 1.0795
C 3.9448 -3.0349 3.3837
C 3.5492 -1.8256 2.6578
N 3.2426 -0.8908 2.0904
H 4.9770 -2.9421 3.7151
H 3.3029 -3.1727 4.2487
H 3.8545 -3.9038 2.7367
C 2.2912 -2.7889 -1.0987
C 3.3981 -3.5778 -1.6440
N 4.2551 -4.1893 -2.0663
H 2.5441 -1.7304 -1.1288
H 1.3920 -2.9595 -1.6876
H 2.1018 -3.0801 -0.0686
C -1.9608 0.0698 -4.9756
C -2.3860 1.2710 -5.7032
N -2.7286 2.1836 -6.2827
H -0.9130 0.1523 -4.6930
H -2.5643 -0.0503 -4.0782
H -2.0931 -0.8029 -5.6117
C 1.4818 4.8265 -2.8277
C 0.2579 4.1756 -3.2988
N -0.6896 3.6669 -3.6643
H 1.2617 5.4252 -1.9466
H 2.2237 4.0781 -2.5747
H 1.8784 5.4714 -3.6095
C 0.1643 -5.8804 3.9924
C 1.5624 -5.7319 4.4059
N 2.6501 -5.6169 4.7125
H -0.4616 -6.0538 4.8607
H -0.1660 -4.9808 3.4857
H 0.0732 -6.7245 3.3116
C 3.5700 5.9585 0.6368
C 3.8421 4.9999 -0.4365
N 4.0532 4.2540 -1.2648
H 2.7148 6.5772 0.3717
H 3.3526 5.4244 1.5593
H 4.4382 6.5959 0.7885
C -2.8219 -2.2479 4.1542
C -2.6626 -3.6945 4.3093
N -2.5336 -4.8148 4.4298
H -3.5967 -2.0397 3.4193
H -3.1036 -1.8044 5.1069
H -1.8837 -1.8103 3.8189

Forces on the atoms, in the same order (eV/Å):
O 0.1 -2.2 3.9
C 0.8 1.0 -2.6
O 0.0 0.4 0.0
C -1.6 -1.1 -0.7
F 0.8 0.8 0.7
P -0.5 0.5 -0.7
O 0.3 0.3 1.0
Br 0.2 -0.4 -0.4
H -0.7 0.3 -0.6
H 0.3 0.1 -0.1
H 0.1 -0.2 -0.2
C -0.1 -0.2 -0.1
C -0.1 2.0 -0.1
N 0.1 -1.7 0.2
H 0.0 0.0 0.0
H 0.0 0.0 0.0
H 0.1 0.0 0.1
C 0.0 0.3 -0.1
C 0.5 -1.5 0.9
N -0.5 1.4 -0.9
H 0.0 0.0 0.0
H 0.0 -0.1 0.0
H 0.0 0.0 0.0
C 0.2 -0.1 -0.1
C -1.4 1.0 0.7
N 1.3 -0.9 -0.6
H 0.0 0.0 0.0
H 0.0 0.0 0.0
H 0.0 0.0 0.0
C -0.1 0.2 -0.1
C 0.6 -1.6 1.0
N -0.5 1.4 -0.8
H 0.0 0.0 0.0
H 0.0 0.0 0.0
H 0.0 0.0 0.0
C -0.4 -0.1 -0.2
C 1.5 0.9 0.5
N -1.2 -0.5 -0.7
H 0.0 0.0 0.0
H 0.0 0.0 0.0
H 0.0 0.0 0.0
C 0.5 -0.1 0.1
C -1.7 -0.3 -0.6
N 1.5 0.2 0.5
H 0.0 0.0 0.0
H 0.0 0.0 -0.1
H 0.0 0.0 0.0
C 0.0 -0.1 -0.1
C -0.2 1.2 1.4
N 0.4 -1.1 -1.1
H 0.0 0.0 0.0
H 0.0 0.0 0.0
H 0.0 0.0 0.0
C 0.0 -0.2 0.0
C -0.2 1.9 -0.2
N -0.1 -1.6 0.2
H 0.0 0.0 0.0
H 0.0 0.0 0.0
H 0.0 0.0 0.0

As for the charge: 0. Its molar mass is 533.34 g/mol. Its LUMO energy is -0.00021 Eh. The SMILES is O=CO[C@H](F)P(O)Br.CC#N.CC#N.CC#N.CC#N.CC#N.CC#N.CC#N.CC#N.

(3)
Density functional theory data (the ωB97M-V functional and the def2-TZVPD basis) for C4H8O2 in the gas phase.

Atoms and positions in Å:
C -1.2595 1.2691 -0.7819
C 0.2117 0.8831 -0.4900
O 0.2388 0.9108 0.9872
C 0.6071 -0.2667 0.2644
C -0.2279 -1.4718 0.5505
O -0.0035 -1.9629 1.8433
H -2.0157 0.5871 -0.4196
H -1.2716 1.2313 -1.8710
H -1.5647 2.2725 -0.4945
H 0.9987 1.5044 -0.9109
H 1.6821 -0.4370 0.3151
H 0.0471 -2.2851 -0.1240
H -1.2922 -1.2631 0.3932
H -0.1431 -1.2100 2.4377

Forces on the atoms, in the same order (eV/Å):
C 1.2 -0.7 -2.2
C -2.6 2.3 1.8
O 1.2 -0.3 -0.1
C 0.4 -0.7 0.8
C -0.3 -0.4 -0.8
O 0.1 0.4 0.7
H 0.2 -0.3 0.2
H -0.8 0.2 -0.3
H 0.6 0.1 0.3
H -0.2 -0.1 -0.3
H 0.0 -0.2 -0.1
H 0.0 0.1 -0.1
H 0.1 0.1 0.0
H 0.1 -0.3 0.0

As for the charge: 0. Its molar mass is 88.11 g/mol. Its LUMO energy is 0.03866 Eh. The SMILES is C[C@H]1O[C@H]1CO. The value obtained for the energy above the lowest of the compared OMol25 structures with the same formula, charge and spin is 236.2 kJ/mol.

(4)
Density functional theory data (the ωB97M-V functional and the def2-TZVPD basis) for C3H4NO as an isolated structure.

Atoms and positions in Å:
C -1.3596 -0.6563 -0.0155
C 0.9485 -0.4475 0.0032
C 1.9938 0.2419 -0.0043
N -1.2063 0.5950 0.0226
O -0.0476 -1.1859 0.1033
H -2.0614 -1.3901 0.0144
H 2.8908 0.7696 -0.1677
H 0.8004 0.8437 -0.0667
H -1.9586 1.2296 0.1108

Forces on the atoms, in the same order (eV/Å):
C 3.8 5.5 0.7
C 3.2 1.2 0.0
C -3.7 -1.6 0.0
N -0.7 -1.5 -0.1
O -0.2 -3.1 -0.3
H -2.1 -1.9 0.0
H 0.7 0.4 -0.1
H 0.4 0.4 0.1
H -1.3 0.5 -0.3

As for the charge: +1. Its molar mass is 70.07 g/mol. Its LUMO energy is -0.16550 Eh. The value obtained for the energy above the lowest of the compared OMol25 structures with the same formula, charge and spin is 342.2 kJ/mol.